23
Properties=species:S:1:pos:R:3:forces:R:3 method="wB97M-V/def2-TZVPD" e_above_lowest_ev=0.1761 energy_ha=-1010.5274 homo_lumo_gap_ev=9.46 smiles="NNC(=O)CNc1ccccc1Cl" largest_force_ev_per_a=2.19 homo_ev=-8.8 lumo_energy_ev=0.71
C -2.333082 -1.465341 0.454204 -0.11 -0.02 -1.18
C -0.811928 -1.394939 0.399715 -0.44 0.22 0.06
C 0.934641 0.372970 -0.020694 0.99 -0.19 -0.84
C 1.670274 1.119695 0.888048 1.48 0.84 0.13
C 2.957899 1.610894 0.581555 0.25 -0.45 -0.17
C 3.601609 1.279395 -0.647548 0.45 1.19 1.79
C 2.898805 0.543212 -1.558674 -0.62 -0.72 -0.83
C 1.595605 0.133922 -1.255655 -0.50 -0.11 0.18
H -4.659137 -0.484919 1.134804 0.19 0.00 0.23
H -4.629220 -0.834447 -0.437218 -0.32 0.49 0.39
H -2.415262 0.563993 -0.124663 -0.10 -0.68 0.17
H -0.433455 -1.952695 -0.440776 -0.09 -0.22 -0.40
H -0.518607 -1.943254 1.288054 0.60 0.15 0.44
H -0.741940 0.578369 1.066333 0.62 -0.87 -0.82
H 1.283610 1.352339 1.879168 -0.17 -0.12 -0.23
H 3.496167 2.195175 1.358836 -0.44 -0.47 -0.75
H 4.640315 1.638582 -0.827121 -1.01 -0.39 0.04
H 3.290269 0.249357 -2.556004 -0.20 0.36 0.91
N -4.314310 -0.133087 0.249991 -0.22 -0.64 -1.15
N -2.916913 -0.255717 0.207041 -0.37 -0.07 0.70
N -0.382543 -0.003472 0.278156 -0.32 0.75 1.01
O -2.961763 -2.505243 0.634359 0.56 1.08 0.19
Cl 0.748967 -0.664788 -2.551913 -0.23 -0.15 0.13